Entry 1:
# C34H40Cl4NO4Ti

A structure of composition C34H40Cl4NO4Ti in a non-equilibrium geometry (the ωB97M-V functional and the def2-TZVPD basis, OMol25).

Results
HOMO-LUMO gap (spin up / spin down) (eV): 6.2 / 5.8
HOMO level (spin up / spin down) (eV): -4.0 / -4.8
Energy (a.u.): -4365.77951

The geometry in ORCA input format:
```
! RIJCOSX wB97M-V def2-TZVPD def2/J DEFGRID3
* xyz -1 3
Ti 1.851 -1.289 -0.670
C -5.404 -1.296 0.334
C -4.585 -0.165 -0.307
C -4.515 0.988 0.699
C -5.293 0.332 -1.577
C -3.195 -0.668 -0.680
C -2.056 0.028 -0.377
C -0.791 -0.503 -0.720
N 0.400 0.070 -0.563
C 0.755 0.981 0.445
C 0.466 2.328 0.515
C 0.867 3.072 1.624
C 1.448 2.379 2.680
C 1.745 1.016 2.654
C 1.508 0.310 1.459
O 1.825 -0.955 1.227
C 2.248 0.276 3.896
C 2.406 1.208 5.097
C 1.198 -0.794 4.254
C 3.603 -0.403 3.645
C 0.682 4.587 1.621
C 1.535 5.181 0.488
C -0.790 4.955 1.381
C 1.123 5.228 2.938
C -0.708 -1.881 -1.203
O 0.405 -2.506 -1.025
C -1.889 -2.474 -1.747
C -3.081 -1.868 -1.441
C -1.790 -3.731 -2.609
C -0.717 -3.544 -3.698
C -1.425 -4.939 -1.732
C -3.120 -4.009 -3.315
H -6.377 -0.914 0.650
H -4.886 -1.690 1.211
H -5.575 -2.123 -0.356
H -5.522 1.246 1.032
H -4.071 1.880 0.253
H -3.926 0.707 1.574
H -6.287 0.717 -1.335
H -5.398 -0.471 -2.309
H -4.711 1.131 -2.039
H -2.077 0.997 0.106
H -0.061 2.781 -0.318
H 1.686 2.927 3.581
H 1.460 1.685 5.363
H 3.150 1.985 4.903
H 2.741 0.630 5.961
H 0.241 -0.322 4.487
H 1.520 -1.372 5.125
H 1.055 -1.475 3.416
H 4.378 0.343 3.452
H 3.549 -1.067 2.788
H 3.896 -0.984 4.525
H 1.244 4.766 -0.478
H 2.591 4.950 0.645
H 1.418 6.268 0.447
H -1.138 4.592 0.413
H -0.914 6.041 1.397
H -1.425 4.523 2.157
H 2.175 5.024 3.142
H 0.525 4.858 3.774
H 0.994 6.311 2.883
H -3.998 -2.321 -1.794
H 0.267 -3.382 -3.269
H -0.949 -2.681 -4.326
H -0.676 -4.432 -4.334
H -0.495 -4.749 -1.198
H -1.295 -5.827 -2.356
H -2.212 -5.139 -1.001
H -3.459 -3.126 -3.861
H -3.899 -4.306 -2.607
H -2.989 -4.822 -4.030
Cl 7.549 -1.250 -4.190
C 5.879 -1.266 -3.749
C 4.899 -1.214 -4.729
Cl 5.342 -1.173 -6.399
C 3.547 -1.190 -4.365
Cl 2.299 -1.132 -5.562
C 3.170 -1.211 -3.027
O 1.940 -1.132 -2.582
C 4.177 -1.325 -2.022
O 3.717 -1.422 -0.786
C 5.510 -1.328 -2.396
Cl 6.716 -1.430 -1.159
*
```

=====

Entry 2:
# C34H40F4IN3OPSTeTi

A structure of composition C34H40F4IN3OPSTeTi in a non-equilibrium geometry (the ωB97M-V functional and the def2-TZVPD basis, OMol25).

Results
HOMO-LUMO gap (spin up / spin down) (eV): 5.2 / 7.0
ΔE to the lowest compared entry with this formula, charge and spin (kJ/mol): 209.9
HOMO level (spin up / spin down) (eV): -2.8 / -4.7
Energy (a.u.): -4113.27069

The geometry in ORCA input format:
```
! RIJCOSX wB97M-V def2-TZVPD def2/J DEFGRID3
* xyz -1 3
Ti 0.812 0.057 0.937
C -3.801 2.311 1.561
N -3.140 1.030 1.650
C -3.391 0.386 2.920
C -3.349 0.174 0.489
C -2.013 -0.191 -0.187
N -1.033 -0.705 0.759
C -1.221 -1.892 1.339
C -0.442 -2.179 2.497
F 0.383 -1.161 2.926
C -0.535 -3.336 3.226
F 0.228 -3.501 4.320
C -1.390 -4.354 2.842
C -2.158 -4.126 1.713
F -2.988 -5.099 1.298
C -2.097 -2.953 0.990
F -2.902 -2.862 -0.095
H -4.902 2.234 1.627
H -3.452 2.944 2.379
H -3.542 2.795 0.618
H -4.471 0.279 3.135
H -2.942 -0.605 2.928
H -2.935 0.976 3.718
H -3.873 -0.746 0.775
H -3.976 0.685 -0.249
H -2.222 -0.891 -1.002
H -1.584 0.710 -0.629
H -1.450 -5.277 3.396
I 3.394 -0.160 2.398
C 2.510 1.369 3.628
C 3.211 1.655 4.769
C 2.889 2.803 5.508
C 1.931 3.658 5.038
C 1.200 3.368 3.864
C 0.238 4.275 3.375
C -0.503 3.961 2.268
C -0.332 2.722 1.632
C 0.620 1.797 2.017
C 1.438 2.155 3.135
H 4.003 1.000 5.104
H 3.425 3.019 6.423
H 1.719 4.583 5.562
H 0.090 5.214 3.896
H -1.244 4.662 1.896
H -0.994 2.489 0.807
C 2.819 -5.005 0.792
C 2.511 -3.576 1.238
P 1.783 -2.379 -0.009
C 3.335 -2.158 -1.013
C 3.142 -1.675 -2.450
C 0.868 -3.588 -1.081
C -0.053 -2.923 -2.104
H 3.338 -5.528 1.597
H 3.463 -5.029 -0.088
H 1.908 -5.558 0.570
H 1.825 -3.617 2.085
H 3.428 -3.105 1.603
H 3.880 -3.106 -1.015
H 3.935 -1.427 -0.463
H 2.762 -2.475 -3.087
H 4.097 -1.340 -2.859
H 2.451 -0.837 -2.478
H 0.269 -4.211 -0.411
H 1.600 -4.224 -1.585
H -0.832 -2.353 -1.602
H -0.536 -3.682 -2.722
H 0.494 -2.239 -2.751
C -1.388 3.603 -3.434
Te 0.104 2.662 -2.085
C 0.006 1.184 -3.660
C -0.393 1.894 -4.918
C -0.078 1.390 -6.175
C -0.414 2.092 -7.323
C -1.083 3.302 -7.220
C -1.418 3.799 -5.968
C -1.082 3.106 -4.809
H -1.389 4.693 -3.394
H -2.378 3.260 -3.123
H -0.734 0.430 -3.380
H 0.973 0.696 -3.761
H 0.449 0.446 -6.254
H -0.137 1.704 -8.296
H -1.339 3.865 -8.109
H -1.946 4.742 -5.888
O 2.800 2.119 0.251
S 2.532 1.316 -0.991
N 1.214 0.459 -0.830
*
```

=====

Entry 3:
# C34H40F5IrO2SSe

A structure of composition C34H40F5IrO2SSe (the ωB97M-V functional and the def2-TZVPD basis, OMol25).

Results
HOMO-LUMO gap (eV): 6.8
ΔE to the lowest compared entry with this formula, charge and spin (kJ/mol): 8.6
HOMO level (eV): -8.0
Energy (a.u.): -4873.29475

The geometry in ORCA input format:
```
! RIJCOSX wB97M-V def2-TZVPD def2/J DEFGRID3
* xyz 0 1
Ir -0.427 0.533 2.275
C -1.795 -4.957 -2.518
C -2.022 -3.559 -3.110
C -0.889 -3.234 -4.093
C -3.340 -3.574 -3.885
C -2.029 -2.530 -1.980
C -0.899 -2.368 -1.191
C -0.918 -1.436 -0.169
Se 0.459 -1.309 1.155
C 1.848 -0.266 0.357
C 2.795 -0.877 -0.452
C 3.917 -0.171 -0.849
C 4.055 1.133 -0.362
C 3.143 1.769 0.473
C 1.994 1.036 0.834
O 1.063 1.607 1.627
C 3.390 3.181 1.009
C 3.530 3.126 2.538
C 2.235 4.115 0.621
C 4.678 3.786 0.443
C 4.957 -0.839 -1.750
C 6.122 0.096 -2.075
C 4.292 -1.257 -3.069
C 5.517 -2.083 -1.048
C -2.041 -0.686 0.145
O -1.996 0.161 1.207
C -3.204 -0.823 -0.631
C -3.147 -1.748 -1.669
C -4.464 -0.013 -0.327
C -4.987 -0.379 1.070
C -4.154 1.491 -0.398
C -5.580 -0.297 -1.335
H -1.790 -5.707 -3.311
H -2.585 -5.211 -1.810
H -0.841 -5.020 -1.992
H -0.876 -3.960 -4.908
H 0.087 -3.263 -3.607
H -1.020 -2.239 -4.522
H -3.277 -4.307 -4.690
H -3.556 -2.604 -4.336
H -4.182 -3.854 -3.249
H -0.004 -2.954 -1.368
H 2.645 -1.905 -0.763
H 4.936 1.685 -0.645
H 2.629 2.744 3.013
H 3.713 4.131 2.925
H 4.374 2.494 2.823
H 1.292 3.798 1.058
H 2.119 4.153 -0.465
H 2.453 5.126 0.972
H 5.564 3.224 0.746
H 4.785 4.800 0.829
H 4.658 3.847 -0.647
H 5.787 1.002 -2.581
H 6.820 -0.416 -2.740
H 6.672 0.385 -1.177
H 3.875 -0.391 -3.585
H 3.483 -1.970 -2.902
H 5.023 -1.731 -3.727
H 5.988 -1.814 -0.100
H 6.267 -2.566 -1.678
H 4.736 -2.814 -0.838
H -4.032 -1.870 -2.273
H -4.243 -0.194 1.842
H -5.268 -1.434 1.109
H -5.873 0.216 1.300
H -3.393 1.783 0.321
H -5.063 2.059 -0.187
H -3.808 1.765 -1.397
H -5.907 -1.339 -1.304
H -5.279 -0.057 -2.357
H -6.442 0.325 -1.089
F -5.271 2.532 6.285
C -4.037 2.291 5.844
C -3.743 1.090 5.221
F -4.690 0.166 5.066
C -2.458 0.867 4.770
F -2.201 -0.317 4.166
C -1.431 1.796 4.898
S 0.225 1.481 4.357
C -1.761 2.988 5.536
F -0.838 3.932 5.715
C -3.041 3.237 6.003
F -3.321 4.393 6.603
*
```

=====

Entry 4:
# C34H40N4O3P2Sn

A structure of composition C34H40N4O3P2Sn in a non-equilibrium geometry (the ωB97M-V functional and the def2-TZVPD basis, OMol25).

Results
HOMO-LUMO gap (spin up / spin down) (eV): 3.0 / 2.7
ΔE to the lowest compared entry with this formula, charge and spin (kJ/mol): 7.0
HOMO level (spin up / spin down) (eV): -11.7 / -11.7
Energy (a.u.): -2660.64561

The geometry in ORCA input format:
```
! RIJCOSX wB97M-V def2-TZVPD def2/J DEFGRID3
* xyz 2 1
Sn 0.864 -4.007 2.363
C -2.395 -3.134 -1.360
C -1.258 -2.433 -1.428
C -0.990 -1.020 -1.002
C -0.846 -0.677 0.500
C -2.012 -0.963 1.401
C -3.224 -1.395 1.050
C -3.850 -1.301 -0.306
C -3.775 -2.616 -1.108
C -0.897 -3.653 3.610
H -2.360 -4.213 -1.532
H -0.358 -2.927 -1.833
H -1.687 -0.314 -1.471
H 0.008 -0.840 -1.429
H 0.052 -1.197 0.885
H -0.638 0.407 0.578
H -1.794 -0.813 2.466
H -3.905 -1.795 1.807
H -3.465 -0.455 -0.885
H -4.923 -1.121 -0.148
H -4.318 -3.404 -0.559
H -4.318 -2.465 -2.055
H -1.496 -4.572 3.688
H -1.495 -2.851 3.154
H -0.539 -3.346 4.606
P 1.172 4.055 0.838
P 2.592 2.443 -1.716
N -0.393 4.794 1.198
N 2.090 5.252 1.795
N 1.293 2.407 -2.919
N 3.875 2.210 -2.901
C 1.414 4.872 -0.821
C 2.619 4.299 -1.594
C -1.505 4.023 1.568
C -2.614 4.853 1.666
C -2.185 6.182 1.333
C -0.831 6.111 1.024
C 2.904 4.865 2.868
C 3.515 5.993 3.401
C 3.071 7.123 2.637
C 2.225 6.635 1.644
C 0.266 1.480 -2.746
C -0.699 1.669 -3.726
C -0.279 2.791 -4.510
C 0.921 3.246 -3.971
C 4.027 2.700 -4.206
C 5.337 2.485 -4.620
C 6.027 1.846 -3.532
C 5.120 1.698 -2.496
H 1.558 5.957 -0.702
H 0.469 4.714 -1.370
H 2.653 4.749 -2.598
H 3.569 4.529 -1.082
H -1.384 2.960 1.725
H -3.616 4.557 1.941
H -2.787 7.082 1.328
H -0.166 6.888 0.688
H 2.967 3.820 3.132
H 4.206 6.016 4.231
H 3.330 8.161 2.787
H 1.744 7.169 0.841
H 0.337 0.808 -1.913
H -1.590 1.072 -3.858
H -0.793 3.215 -5.364
H 1.520 4.099 -4.250
H 3.204 3.139 -4.738
H 5.750 2.754 -5.582
H 7.062 1.539 -3.524
H 5.213 1.271 -1.510
O -2.839 -7.055 0.601
C -2.286 -8.069 1.285
C -2.912 -9.331 1.223
C -2.383 -10.407 1.929
C -1.249 -10.225 2.730
C -0.629 -8.974 2.795
C -1.098 -7.886 2.060
C -0.429 -6.546 2.041
O 0.530 -6.271 2.849
O -0.853 -5.643 1.224
H -2.164 -6.295 0.692
H -3.804 -9.432 0.609
H -2.862 -11.382 1.850
H -0.860 -11.068 3.301
H 0.248 -8.839 3.427
*
```

=====

Entry 5:
# C34H40N5O4W

A structure of composition C34H40N5O4W in a non-equilibrium geometry (the ωB97M-V functional and the def2-TZVPD basis, OMol25).

Results
HOMO-LUMO gap (eV): 6.5
ΔE to the lowest compared entry with this formula, charge and spin (kJ/mol): 41.5
HOMO level (eV): -10.2
Energy (a.u.): -1961.23569

The geometry in ORCA input format:
```
! RIJCOSX wB97M-V def2-TZVPD def2/J DEFGRID3
* xyz 1 1
W -0.302 0.800 -0.010
O -4.731 1.549 -0.120
C -5.072 0.653 -1.069
C -6.396 0.692 -1.511
C -6.824 -0.175 -2.491
C -5.951 -1.108 -3.053
C -4.647 -1.151 -2.619
C -4.178 -0.274 -1.632
C -2.770 -0.336 -1.220
O -2.386 0.398 -0.202
N -1.934 -1.112 -1.854
N -0.722 -1.023 -1.158
C -0.079 -2.120 -1.009
C 0.945 -2.152 0.042
C 1.729 -3.263 0.287
C 2.517 -3.269 1.431
C 2.456 -2.185 2.290
C 1.640 -1.108 1.966
N 0.914 -1.076 0.850
H -3.781 1.419 0.067
H -7.063 1.418 -1.067
H -7.851 -0.131 -2.825
H -6.295 -1.788 -3.817
H -3.954 -1.867 -3.036
H -0.413 -3.025 -1.510
H 1.705 -4.103 -0.392
H 3.146 -4.118 1.657
H 3.020 -2.161 3.209
H 1.561 -0.248 2.616
O 1.794 0.097 -1.871
C 3.103 0.426 -1.481
C 3.126 1.108 -0.133
C 4.387 1.428 0.365
C 4.511 2.081 1.572
C 3.350 2.406 2.256
C 2.140 2.049 1.703
N 2.001 1.398 0.532
H 1.660 0.280 -2.808
H 3.578 1.103 -2.200
H 3.729 -0.474 -1.421
H 5.260 1.158 -0.214
H 5.484 2.334 1.968
H 3.371 2.927 3.202
H 1.214 2.267 2.216
C -2.309 -0.167 3.126
O -1.136 0.154 2.364
C -0.985 1.377 1.753
C -1.854 2.472 2.274
H -3.194 -0.129 2.491
H -2.419 0.513 3.970
H -2.151 -1.180 3.486
H -1.626 2.708 3.317
H -2.903 2.159 2.236
H -1.749 3.375 1.683
C -2.547 1.352 -4.294
C -1.127 1.441 -3.744
C -0.123 0.866 -4.743
C -0.757 2.851 -3.353
C -0.832 3.829 -4.341
C -0.490 5.138 -4.082
C -0.029 5.467 -2.821
C 0.098 4.528 -1.802
C 0.782 5.040 -0.551
C 0.089 4.703 0.753
C 2.264 4.663 -0.578
C -0.314 3.206 -2.068
N -0.329 2.196 -1.069
H -2.809 0.318 -4.517
H -2.651 1.924 -5.216
H -3.275 1.736 -3.580
H -1.077 0.825 -2.852
H -0.185 1.369 -5.708
H -0.314 -0.195 -4.903
H 0.905 0.984 -4.397
H -1.166 3.549 -5.329
H -0.562 5.891 -4.854
H 0.268 6.486 -2.613
H 0.742 6.129 -0.641
H 0.033 3.627 0.905
H -0.927 5.099 0.762
H 0.625 5.143 1.596
H 2.394 3.594 -0.747
H 2.761 4.932 0.354
H 2.766 5.182 -1.395
*
```